{"formula": "C13H17CrNS", "method": "ωB97M-V with the def2-TZVPD basis set", "elements": ["C", "C", "C", "H", "C", "H", "H", "H", "C", "H", "H", "C", "H", "H", "C", "H", "H", "C", "H", "H", "Cr", "H", "S", "C", "C", "C", "C", "C", "N", "H", "H", "H", "H"], "coordinates": [[0.40919, 1.23980, -0.04363], [-2.02168, -0.15309, -0.71351], [0.68736, 0.87833, -1.41231], [1.19146, 1.38022, 0.70745], [-1.48591, -0.64602, -2.01943], [-2.76044, -0.79361, -0.17973], [1.74481, 0.80496, -1.74733], [-1.89912, -1.58739, -2.43601], [-0.08914, 1.41123, -2.62308], [0.69592, 1.53889, -3.38109], [-0.54490, 2.39740, -2.45354], [-0.90252, 1.97374, 0.28413], [-0.85903, 3.03036, -0.02792], [-1.06389, 2.02756, 1.37453], [-2.14894, 1.35715, -0.39224], [-2.41123, 1.91352, -1.31552], [-3.01583, 1.48862, 0.28225], [-1.06858, 0.35393, -3.11818], [-1.93544, 0.83364, -3.58362], [-0.58388, -0.19973, -3.93881], [-0.18658, -0.70239, -0.56865], [2.57851, 0.23477, -0.02729], [2.40148, -1.13642, -0.40353], [1.72902, -1.64605, 1.12861], [2.52381, -2.27077, 2.09159], [2.06140, -2.21028, 3.40205], [0.83391, -1.58734, 3.69991], [0.01183, -1.15589, 2.63935], [0.44054, -1.29457, 1.34786], [3.44501, -2.72537, 1.73168], [2.66496, -2.63331, 4.18701], [0.50059, -1.43838, 4.70566], [-0.94270, -0.68352, 2.80332]], "atomic_forces_ev_per_a": [[-0.10, 2.35, -1.98], [-1.23, 0.08, -0.11], [1.12, 4.10, 0.27], [-0.02, -0.39, -0.17], [-0.96, -0.02, -0.91], [0.35, 0.44, -0.59], [-0.76, -0.33, 0.69], [-0.02, 0.65, 0.32], [0.36, -0.16, 0.12], [-0.35, 0.29, 0.00], [0.05, -0.31, 0.13], [0.00, -0.01, 0.06], [0.32, -0.13, 0.01], [0.21, -0.28, -0.28], [-0.83, -0.44, -0.35], [0.20, -0.20, 0.43], [0.35, 0.06, -0.26], [-0.71, -0.53, -0.27], [-0.13, 0.11, -0.05], [-0.16, -0.04, 0.31], [1.40, -3.23, 1.45], [-0.18, -1.98, -0.30], [0.79, 0.44, -0.21], [-0.24, -0.58, 1.53], [-0.75, 0.61, -0.41], [-0.46, -0.11, 0.07], [0.08, 0.11, -1.51], [1.71, -1.03, -0.30], [0.17, 0.55, 1.23], [-0.01, 0.25, 0.57], [0.04, -0.02, 0.24], [-0.03, -0.05, 0.40], [-0.23, -0.19, -0.14]], "s_squared": 6.1050, "multiplicity": 5, "homo_energy_ev": [-5.620, -6.125], "orbital_gap_ev": [5.35, 5.62], "e_tot_ha": -2002.75713, "charge": 0, "e_lumo_ev": [-0.27, -0.50]}


{"formula": "C13H17F5N2ORuTe", "method": "ωB97M-V with the def2-TZVPD basis set", "elements": ["C", "C", "H", "H", "H", "H", "H", "H", "C", "C", "C", "C", "H", "H", "H", "H", "N", "C", "C", "N", "C", "C", "C", "H", "H", "C", "H", "H", "Ru", "C", "H", "H", "H", "F", "Te", "F", "F", "F", "F", "O"], "coordinates": [[-5.52097, 0.35681, 0.51454], [-5.53066, 1.65190, -0.29022], [-5.73800, -0.50646, -0.12073], [-6.31226, 0.37543, 1.26743], [-4.58374, 0.17571, 1.03144], [-4.68512, 1.74356, -0.97022], [-6.44016, 1.71580, -0.89500], [-5.54645, 2.53255, 0.36158], [0.89304, -2.79757, 0.26459], [1.73864, -3.86385, -0.00395], [2.85009, -3.67035, -0.82705], [3.07164, -2.40724, -1.36327], [0.02241, -2.86233, 0.91018], [1.52027, -4.83165, 0.44956], [3.53495, -4.48884, -1.03479], [3.92426, -2.19574, -2.00191], [1.10813, -1.58440, -0.27741], [2.18190, -1.36316, -1.06716], [2.29771, -0.00355, -1.55015], [1.30416, 0.83969, -1.12264], [1.33489, 2.13811, -1.50294], [3.34856, 1.78872, -2.78214], [2.33287, 2.63633, -2.32678], [0.51193, 2.74347, -1.11958], [2.29813, 3.68500, -2.60949], [3.31763, 0.46523, -2.38573], [4.08137, -0.24300, -2.70005], [4.14251, 2.16891, -3.42849], [-0.07526, 0.17900, 0.26501], [-1.19993, 1.79250, 0.41116], [-1.55250, 2.04286, -0.61395], [-0.63536, 2.64607, 0.83727], [-2.06514, 1.58328, 1.07161], [-0.82718, -1.17318, 2.31220], [0.59078, -0.35103, 3.46311], [1.83818, -1.69125, 2.84734], [-0.67526, 1.04717, 3.86740], [2.03936, 0.63079, 4.27086], [0.14073, -1.45911, 5.05552], [0.96384, 0.55379, 1.79283]], "atomic_forces_ev_per_a": [[-0.53, -0.06, -0.20], [-0.34, 0.21, 0.16], [0.17, 0.06, 0.02], [0.13, 0.01, 0.01], [0.26, 0.00, 0.14], [0.11, -0.04, -0.09], [0.16, -0.04, 0.03], [0.13, -0.14, -0.07], [0.22, 0.22, -0.45], [-0.03, -0.21, 0.19], [-0.35, 0.11, 0.22], [-0.27, 0.84, 0.02], [0.17, -0.31, -0.10], [0.13, 0.28, -0.18], [-0.15, 0.15, 0.01], [-0.11, -0.25, 0.15], [-0.10, -0.35, 0.01], [0.12, -1.69, 0.20], [0.02, 1.19, -0.45], [0.73, 0.58, -1.21], [0.08, 0.00, -0.16], [-0.36, 0.43, 0.13], [-0.17, 0.11, 0.08], [0.49, 0.05, -0.35], [0.05, -0.19, 0.05], [-0.26, -0.80, 0.49], [-0.13, 0.30, 0.00], [-0.27, -0.16, 0.20], [0.59, -1.04, 0.74], [-0.63, 1.37, -0.57], [0.02, -0.17, 0.47], [-0.19, -0.48, -0.12], [0.27, -0.24, -0.14], [1.07, 0.51, 1.00], [0.86, 0.06, 1.66], [-1.70, 1.27, 0.95], [1.49, -2.04, -0.26], [-2.23, -1.57, -0.85], [0.74, 2.24, -3.26], [-0.18, -0.23, 1.51]], "s_squared": 6.0308, "multiplicity": 5, "homo_energy_ev": [-16.136, -16.136], "orbital_gap_ev": [6.20, 5.25], "e_tot_ha": -1551.79050, "relative_energy_kj_mol": 64.2, "charge": 2, "e_lumo_ev": [-9.94, -10.89]}


{"formula": "C13H17GaN", "method": "ωB97M-V with the def2-TZVPD basis set", "elements": ["Ga", "C", "C", "C", "C", "C", "C", "C", "C", "H", "H", "H", "H", "H", "H", "H", "H", "H", "H", "H", "H", "N", "C", "C", "C", "C", "C", "H", "H", "H", "H", "H"], "coordinates": [[1.25098, -2.60187, 0.37695], [1.38843, -2.45773, -1.67309], [0.61962, -1.29695, -2.33686], [1.23156, 0.03987, -2.00963], [0.71812, 0.81701, -0.97255], [1.29734, 2.04117, -0.65695], [2.40088, 2.48508, -1.37524], [2.92470, 1.71326, -2.40310], [2.34033, 0.49100, -2.72333], [1.48723, -1.20406, 1.12357], [-0.19089, -3.21145, 0.81737], [2.44283, -3.60967, 0.84371], [2.44837, -2.31440, -1.89581], [1.10804, -3.40267, -2.13939], [-0.42725, -1.28853, -2.03453], [0.62449, -1.41746, -3.42536], [-0.10424, 0.43257, -0.39129], [0.88980, 2.61304, 0.16123], [2.84849, 3.43591, -1.12384], [3.77692, 2.04667, -2.97775], [2.75023, -0.10806, -3.52122], [-1.40663, 0.31235, 2.09020], [-2.29385, -0.66586, 2.24070], [-3.60083, -0.45217, 2.66126], [-4.00092, 0.84444, 2.94091], [-3.08412, 1.87334, 2.78843], [-1.80394, 1.55249, 2.35959], [-1.93042, -1.66196, 2.00527], [-4.28443, -1.28422, 2.76344], [-5.01192, 1.05149, 3.27086], [-3.35379, 2.90095, 2.99413], [-1.05513, 2.32641, 2.22231]], "atomic_forces_ev_per_a": [[0.24, -0.19, 0.02], [-0.07, 0.39, 0.31], [0.25, -0.20, -0.04], [-0.20, -0.24, -0.12], [0.39, 0.17, -0.20], [0.00, -0.48, -0.28], [-0.04, 0.16, 0.10], [-0.21, -0.29, -0.10], [-0.15, 0.49, 0.47], [-0.02, 0.08, -0.04], [-0.11, 0.01, -0.05], [-0.09, -0.07, -0.03], [0.16, -0.03, -0.05], [-0.14, -0.13, -0.01], [-0.14, -0.06, 0.11], [-0.04, 0.07, -0.16], [-0.14, -0.01, 0.12], [0.02, 0.20, 0.11], [0.10, 0.10, -0.01], [0.12, 0.15, 0.04], [0.02, -0.16, -0.13], [-0.05, 0.21, 0.00], [0.11, -0.19, -0.06], [0.00, 0.09, 0.02], [-0.03, -0.02, 0.01], [-0.01, -0.01, 0.00], [0.00, -0.05, 0.00], [0.01, 0.00, -0.02], [0.01, -0.02, 0.00], [0.00, 0.00, 0.00], [0.01, 0.01, 0.00], [-0.02, 0.03, 0.01]], "homo_energy_ev": -4.402, "orbital_gap_ev": 7.33, "e_tot_ha": -2485.07483, "relative_energy_kj_mol": 0.0, "charge": -1, "e_lumo_ev": 2.93}